A cluster of 3 separate species, C34H26B3F9O7S in total, computed with wB97M-V/def2-TZVPD.

Structure (ORCA input):
```
! RIJCOSX wB97M-V def2-TZVPD def2/J DEFGRID3
* xyz 0 1
S -1.618 8.873 -2.213
F -3.026 8.674 -1.360
F 2.060 8.386 -3.976
F -1.833 7.353 -2.818
F -1.620 10.461 -1.655
F 0.226 10.572 -3.105
F 0.985 6.979 -2.594
F -0.384 8.999 -4.562
F -2.528 9.442 -3.509
F -0.804 8.361 -0.872
O 0.147 -6.617 -0.138
O 2.998 4.374 -2.553
O 1.580 3.931 -0.474
O 0.278 -0.056 1.482
O -1.804 -1.463 6.188
O -2.551 -10.369 -2.803
O 1.732 2.265 -2.382
C -1.247 0.285 4.723
C -0.728 -3.502 4.608
C -0.750 -7.314 -2.192
C 2.425 7.920 -0.487
C 1.217 8.341 -2.819
C -1.999 -10.866 -0.110
C -1.258 -6.996 -4.911
C -0.207 -4.471 3.758
C 0.301 -2.775 2.123
C -0.856 -8.739 -0.078
C -1.686 -8.144 -4.257
C -0.588 2.002 3.158
C -1.077 2.975 4.021
C -0.064 9.194 -3.203
C -1.438 -8.304 -2.894
C -0.334 -6.156 -2.850
C -0.517 -8.944 1.258
C -0.677 0.654 3.504
C -0.734 -2.163 4.219
C -1.664 -11.064 1.224
C -1.911 -9.525 -2.202
C -1.752 1.263 5.579
C 2.121 8.997 -1.654
C 3.653 5.538 -0.302
C -1.586 -9.708 -0.768
C 0.300 -4.109 2.513
C -0.916 -10.107 1.906
C -1.303 -1.140 5.125
C -0.442 -7.488 -0.754
C -0.207 -1.798 2.979
C -1.668 2.605 5.227
C -0.588 -5.998 -4.206
C -0.169 -0.376 2.569
C 3.697 7.031 -0.862
B 1.038 2.835 -1.239
B 2.695 4.545 -1.152
B 2.105 3.426 -3.159
H -2.210 -8.916 -4.811
H 0.699 -4.867 1.847
H 3.334 5.483 0.787
H 4.601 7.548 -0.383
H -2.208 0.981 6.522
H 1.655 3.584 -4.242
H 1.509 7.320 -0.193
H -0.261 -5.099 -4.717
H 4.718 5.128 -0.363
H 0.062 -8.200 1.795
H -0.644 -10.268 2.944
H 0.702 -2.497 1.155
H 0.192 -5.378 -2.307
H 1.624 9.892 -1.173
H 3.909 7.017 -1.980
H -1.983 -11.967 1.733
H 2.700 8.544 0.430
H -1.000 4.023 3.754
H -0.199 -5.512 4.066
H 3.133 9.301 -2.092
H -0.017 2.416 -0.906
H -1.448 -6.876 -5.973
H -1.124 -3.792 5.575
H -2.577 -11.617 -0.637
H -2.057 3.364 5.897
H -0.134 2.296 2.218
*
```

## Properties
Highest occupied orbital energy (eV): -9.70
Structure (SMILES): FC(F)(CCCCB1OBOBO1)C(F)(F)S(F)(F)(F)(F)F.O=C1c2ccccc2C(=O)c2ccccc21.O=C1c2ccccc2C(=O)c2ccccc21
Kohn-Sham gap (eV): 8.58

A structure of composition C34H26BrI2N2O4PPt, computed with wB97M-V/def2-TZVPD.

Structure (ORCA input):
```
! RIJCOSX wB97M-V def2-TZVPD def2/J DEFGRID3
* xyz 0 1
Pt 0.608 0.074 0.670
I -2.010 7.094 0.712
I -3.559 2.326 -2.512
Br 6.990 -1.024 -0.594
P -1.187 -1.050 1.297
O 1.242 -1.804 0.619
O 4.097 -3.181 -2.010
O 2.512 -3.473 0.016
O -1.077 1.170 -0.895
N 2.785 0.555 0.562
N 0.344 2.152 1.189
C 1.237 -0.901 -2.194
C 5.299 -0.371 -0.122
C -1.691 -4.652 -0.575
C -2.123 -2.894 -2.162
C -0.544 2.963 0.532
C 1.045 2.625 2.197
C -2.749 1.155 1.929
C -1.569 -2.353 0.115
C 2.625 -0.654 -4.126
C -1.906 -1.945 -1.177
C -2.499 4.502 -0.706
C 4.748 -0.696 1.109
C 3.489 -1.614 -3.638
C -3.932 1.859 2.090
C -3.982 -0.767 1.186
C -0.950 -1.807 2.915
C -2.010 -4.247 -1.862
C 0.082 4.794 1.975
C 3.231 -2.241 -2.418
C -0.722 4.316 0.916
C -1.461 -3.705 0.415
C 3.346 0.874 -0.611
C -2.325 3.170 -1.082
C 4.601 0.443 -0.995
C 1.947 -2.420 -0.291
C -2.761 -0.157 1.468
C 1.478 -0.304 -3.415
C 3.492 -0.209 1.406
C -5.167 -0.064 1.349
C -5.143 1.249 1.795
C 2.111 -1.851 -1.655
C 0.947 3.957 2.616
C -1.313 2.351 -0.550
C -1.708 5.087 0.252
H 5.007 0.721 -1.956
H 2.759 1.507 -1.265
H -0.002 5.830 2.275
H 2.836 -0.184 -5.079
H -1.182 -4.029 1.409
H -0.095 -2.482 2.884
H -3.282 5.080 -1.179
H -1.854 -2.345 3.204
H 4.370 -1.915 -4.189
H 1.713 1.933 2.690
H 0.324 -0.654 -1.670
H 5.272 -1.325 1.813
H -1.997 -0.885 -1.400
H 0.777 0.421 -3.808
H -6.110 -0.542 1.119
H -3.906 2.885 2.435
H 1.558 4.301 3.439
H -0.754 -1.012 3.632
H -1.607 -5.705 -0.341
H -4.009 -1.787 0.823
H 3.021 -0.438 2.353
H -6.068 1.799 1.910
H -2.368 -2.577 -3.167
H 3.699 -3.575 -1.193
H -2.158 -4.986 -2.639
H -1.809 1.629 2.162
*
```

## Properties
Highest occupied orbital energy (eV): -7.05
Kohn-Sham gap (eV): 6.63
Relative energy (zero: lowest compared OMol25 entry of this formula, charge and spin) (kJ/mol): 56.8

A structure of composition C34H26ClN7O8Sn, computed with wB97M-V/def2-TZVPD.

Structure (ORCA input):
```
! RIJCOSX wB97M-V def2-TZVPD def2/J DEFGRID3
* xyz 2 1
Sn -0.082 -0.006 0.144
Cl -0.218 5.953 -1.280
O -0.142 0.721 1.998
O 0.085 2.467 3.354
O -0.007 5.119 3.202
O -6.813 -0.250 -0.875
O 1.789 0.666 -0.751
O -0.121 6.544 1.514
O 3.659 -0.098 -1.821
O -7.736 -1.970 0.177
N -2.140 0.249 -1.232
N -3.798 1.193 -2.310
N 1.439 -1.661 1.229
N -1.263 -1.976 1.203
N -0.292 2.286 -0.165
N 0.477 -1.621 -1.374
N -0.342 3.284 -1.094
C -0.096 5.424 1.921
C -2.807 -0.726 -1.966
C 1.527 -3.374 -3.213
C -0.075 2.011 2.258
C 2.513 -0.138 -1.462
C -3.445 -2.971 0.629
C -2.780 1.387 -1.475
C 2.756 -1.478 1.287
C -2.685 -1.908 1.089
C -3.830 -0.145 -2.634
C -4.690 2.227 -2.845
C 0.913 -2.794 1.693
C -6.704 -1.181 -0.129
C -0.275 4.487 -0.465
C 0.018 1.599 -4.409
C 1.693 -3.818 2.183
C -1.204 3.631 -4.718
C -5.351 -1.512 0.444
C -0.426 3.025 -2.529
C -1.091 3.916 -3.365
C 0.122 1.867 -3.054
C -0.200 2.882 1.038
C -0.184 4.275 0.913
C -3.280 -0.666 1.306
C -0.556 -2.898 1.692
C -0.646 2.480 -5.250
C 0.265 -3.595 -2.672
C 1.692 -1.410 -1.896
C -4.602 -0.465 0.975
C -0.235 -2.704 -1.753
C 3.617 -2.463 1.759
C 2.263 -2.266 -2.822
C 3.078 -3.658 2.198
C -4.782 -2.769 0.303
H -1.733 4.324 -5.362
H -4.800 3.029 -2.120
H -4.576 -0.562 -3.290
H 0.650 1.196 -2.412
H -4.278 2.629 -3.768
H -0.993 -3.769 2.179
H -2.677 0.133 1.730
H -7.530 -2.646 0.832
H -0.326 -4.453 -2.961
H -5.064 0.506 1.101
H -2.523 2.348 -1.066
H -1.521 4.825 -2.977
H -5.360 -3.597 -0.093
H 1.941 -4.063 -3.940
H 1.232 -4.728 2.546
H 3.712 -4.455 2.565
H 0.041 4.166 3.383
H -0.702 2.285 -6.312
H -2.996 -3.949 0.482
H 0.478 0.703 -4.813
H -5.663 1.791 -3.046
H -2.530 -1.758 -1.949
H 3.134 -0.522 0.945
H 4.684 -2.286 1.777
H 3.248 -2.047 -3.207
H -1.207 -2.829 -1.310
*
```

## Properties
Highest occupied orbital energy (eV): -14.48
Kohn-Sham gap (eV): 7.40
Relative energy (zero: lowest compared OMol25 entry of this formula, charge and spin) (kJ/mol): 0.0

The records above give, respectively, strongest force on any atom values of 0.088; 0.050; 0.048 hartree/bohr.